# 1
{
  "formula": "CH3NO3",
  "method": "ωB97M-V with the def2-TZVPD basis set",
  "homo_lumo_gap_ev": 10.718,
  "smiles": "[H]/N=C/OOO",
  "multiplicity": 1,
  "max_force_ev_per_a": 4.2,
  "lumo_energy_ev": 0.494,
  "de_lowest_kj_mol": 497.5,
  "elements": ["H", "N", "C", "O", "O", "O", "H", "H"],
  "xyz": [[1.034811, 2.103589, 1.505566], [0.319380, 1.402405, 1.233256], [0.481803, 0.265950, 0.656036], [-0.646011, -0.486571, 0.460114], [-0.247516, -1.398184, -0.731067], [-0.627707, -0.720485, -1.855642], [1.353081, -0.348359, 0.634355], [-1.667841, -0.818345, -1.902618]],
  "forces_ev_per_angstrom": [[-0.074, -1.694, -0.446], [-0.448, -0.946, -1.531], [-0.426, 2.682, 3.215], [0.698, -0.887, -1.936], [-0.943, 0.842, 1.647], [-2.574, 0.010, -0.412], [0.991, -0.095, -0.796], [2.775, 0.089, 0.259]],
  "mulliken_charge": [0.2455, -0.5776, 0.2174, -0.2471, -0.0716, -0.2890, 0.3585, 0.3639]
}

---

# 2
{
  "formula": "C47H123N5O15",
  "method": "ωB97M-V with the def2-TZVPD basis set",
  "homo_lumo_gap_ev": 9.356,
  "smiles": "COC[C@H](C)N.COC[C@H](C)N.COCCNCCOC.COCCNCCOC.COCCNCCOC.CC(C)O.CC(C)O.CC(C)O.CC(C)O.CC(C)O.CC(C)O.CC(C)O",
  "multiplicity": 1,
  "max_force_ev_per_a": 2.3,
  "lumo_energy_ev": 0.400,
  "de_lowest_kj_mol": 106.4,
  "elements": ["C", "O", "C", "C", "C", "N", "H", "H", "H", "H", "H", "H", "H", "H", "H", "H", "H", "C", "O", "C", "C", "C", "N", "H", "H", "H", "H", "H", "H", "H", "H", "H", "H", "H", "C", "O", "C", "C", "N", "C", "C", "O", "C", "H", "H", "H", "H", "H", "H", "H", "H", "H", "H", "H", "H", "H", "H", "H", "C", "O", "C", "C", "N", "C", "C", "O", "C", "H", "H", "H", "H", "H", "H", "H", "H", "H", "H", "H", "H", "H", "H", "H", "C", "O", "C", "C", "N", "C", "C", "O", "C", "H", "H", "H", "H", "H", "H", "H", "H", "H", "H", "H", "H", "H", "H", "H", "C", "C", "C", "O", "H", "H", "H", "H", "H", "H", "H", "H", "C", "C", "C", "O", "H", "H", "H", "H", "H", "H", "H", "H", "C", "C", "C", "O", "H", "H", "H", "H", "H", "H", "H", "H", "C", "C", "C", "O", "H", "H", "H", "H", "H", "H", "H", "H", "C", "C", "C", "O", "H", "H", "H", "H", "H", "H", "H", "H", "C", "C", "C", "O", "H", "H", "H", "H", "H", "H", "H", "H", "C", "C", "C", "O", "H", "H", "H", "H", "H", "H", "H", "H"],
  "xyz": [[4.708551, -0.314451, 0.151926], [5.275897, -0.380475, 1.437039], [4.506725, -1.179692, 2.326838], [3.409374, -0.319027, 2.982202], [3.986600, 0.594097, 4.052845], [2.330231, -1.133766, 3.574671], [5.298600, 0.341423, -0.485922], [3.711001, 0.138872, 0.211542], [4.577207, -1.273848, -0.359682], [4.038346, -2.025253, 1.813854], [5.163357, -1.550571, 3.113078], [2.980644, 0.315441, 2.199927], [4.551911, 0.070430, 4.823085], [3.194443, 1.191741, 4.514678], [4.588587, 1.396850, 3.617705], [2.526908, -1.431809, 4.523520], [2.355895, -1.992628, 3.024508], [1.164930, -0.904360, -7.596138], [2.469026, -0.791137, -7.068601], [2.783304, -1.734244, -6.065573], [2.080555, -1.669463, -4.712390], [2.372160, -0.351071, -4.012322], [2.668405, -2.680142, -3.812207], [1.057597, -0.099346, -8.313481], [0.407229, -0.807178, -6.807916], [0.943620, -1.901120, -7.994321], [2.553337, -2.716609, -6.517851], [3.866714, -1.864843, -5.977730], [1.000950, -1.688074, -4.876426], [2.218130, 0.520615, -4.657314], [3.451028, -0.258559, -3.840999], [1.779570, -0.153540, -3.122700], [3.608922, -2.289999, -3.700126], [2.988754, -3.499310, -4.344258], [-0.156692, 5.656935, -0.601985], [0.277422, 4.992760, -1.793865], [-0.601762, 3.979070, -2.229938], [-0.128941, 2.595770, -1.790469], [1.204069, 2.365681, -2.346056], [2.119668, 1.859591, -1.277205], [2.593068, 2.991514, -0.331599], [3.415644, 3.825100, -1.123618], [4.015257, 4.855220, -0.378232], [-0.370106, 4.954068, 0.212622], [-1.072957, 6.143564, -0.934542], [0.658859, 6.270642, -0.230539], [-0.509442, 3.929903, -3.321203], [-1.681415, 4.143875, -2.148644], [-0.760720, 1.911886, -2.374909], [-0.179623, 2.385903, -0.718457], [1.696271, 3.260181, -2.410200], [3.028810, 1.474746, -1.747724], [1.741092, 1.022976, -0.686689], [2.979671, 2.512042, 0.573513], [1.743600, 3.624911, -0.070517], [4.849708, 4.439429, 0.204392], [3.373985, 5.444746, 0.279764], [4.522799, 5.514204, -1.086600], [6.810706, -4.849272, -5.803355], [6.166471, -5.613729, -6.767628], [4.887711, -6.046914, -6.373699], [4.802182, -6.747689, -4.991937], [4.001304, -6.011062, -3.987225], [3.697413, -6.824863, -2.809828], [2.542814, -6.214720, -2.039173], [2.250258, -6.945787, -0.869249], [3.016510, -6.526467, 0.244359], [7.507829, -4.115744, -6.211545], [7.389777, -5.412157, -5.059308], [6.103482, -4.255341, -5.202007], [4.428981, -6.713009, -7.098403], [4.204307, -5.193467, -6.270471], [5.789140, -6.800233, -4.512224], [4.530256, -7.795542, -5.112077], [4.627729, -5.265685, -3.704953], [4.560166, -6.860476, -2.132483], [3.393703, -7.817596, -3.136139], [1.698090, -6.205056, -2.735072], [2.637267, -5.155780, -1.777065], [2.868748, -7.125366, 1.142143], [2.739476, -5.538128, 0.637515], [4.056652, -6.530374, -0.087688], [-2.613504, 3.920334, 2.152814], [-1.416096, 3.197895, 2.260069], [-1.593706, 1.836889, 1.907508], [-0.405231, 1.010543, 2.350163], [-0.470700, -0.417420, 2.073395], [-0.547458, -0.682500, 0.629703], [-0.503708, -2.220424, 0.444435], [0.780273, -2.770882, 0.543064], [1.564290, -2.731524, -0.639928], [-2.514562, 4.961746, 2.471196], [-3.424864, 3.635562, 2.830924], [-2.952971, 3.962452, 1.115724], [-1.720954, 1.828714, 0.815346], [-2.517874, 1.444413, 2.345409], [-0.403904, 1.079567, 3.445272], [0.557948, 1.441317, 2.036537], [0.425836, -0.816775, 2.344555], [0.242184, -0.257330, -0.001058], [-1.548641, -0.391976, 0.300323], [-1.024540, -2.488283, -0.482316], [-1.077859, -2.595229, 1.296900], [1.298078, -3.562506, -1.303679], [2.600678, -2.919570, -0.370856], [1.419418, -1.878856, -1.305416], [1.169383, -6.171811, 4.025637], [0.541230, -5.009726, 3.226948], [-0.463025, -4.136364, 3.966764], [1.566281, -4.130018, 2.739894], [1.481029, -6.861369, 3.238143], [0.437597, -6.698024, 4.638631], [2.066030, -5.994490, 4.618712], [0.119840, -5.551134, 2.372780], [-0.789706, -3.272024, 3.396658], [0.033516, -3.774311, 4.868940], [-1.213074, -4.878157, 4.257689], [1.139096, -3.573663, 2.056736], [-6.609065, 1.450509, 0.108991], [-5.322995, 1.099622, -0.632488], [-4.538877, 2.296639, -1.116528], [-4.468524, 0.282406, 0.188945], [-7.320718, 2.008373, -0.503731], [-6.458401, 2.120033, 0.965703], [-7.105356, 0.603561, 0.587885], [-5.566625, 0.406902, -1.451746], [-4.201485, 2.875467, -0.256946], [-5.210249, 2.966898, -1.663080], [-3.798050, 1.982662, -1.850581], [-4.981488, -0.529551, 0.271768], [-4.044393, 6.241156, -0.806747], [-5.088654, 7.238983, -1.250603], [-4.700069, 8.123944, -2.447325], [-6.336079, 6.607452, -1.523299], [-3.889157, 5.426113, -1.525811], [-4.321324, 5.713167, 0.110023], [-3.093722, 6.727683, -0.591116], [-5.184961, 7.931443, -0.405313], [-3.680197, 8.465677, -2.247433], [-5.372777, 8.977659, -2.452253], [-4.729705, 7.577656, -3.388549], [-6.095880, 5.761335, -1.919007], [-4.816234, 2.307017, 5.719813], [-4.235864, 1.920360, 7.088574], [-2.921789, 2.600707, 7.429851], [-5.217102, 1.885148, 8.117897], [-5.098274, 3.365089, 5.723500], [-5.685928, 1.688925, 5.516234], [-4.029820, 2.232380, 4.967889], [-3.851008, 0.905313, 6.947682], [-2.508762, 2.330834, 8.408201], [-2.859281, 3.691296, 7.534531], [-2.173676, 2.258390, 6.712305], [-5.435022, 2.819065, 8.240057], [3.498090, 4.587941, 3.395041], [2.064798, 4.089221, 3.468771], [1.162203, 4.811213, 4.501091], [1.470655, 4.336607, 2.182894], [3.510691, 5.574139, 2.931329], [4.161786, 3.947816, 2.814557], [3.846446, 4.591372, 4.430318], [2.063707, 3.009784, 3.659683], [0.802528, 5.756014, 4.095697], [1.741079, 5.005247, 5.404441], [0.290650, 4.167566, 4.623149], [0.542256, 4.070195, 2.215494], [-1.845953, -0.314487, -4.373971], [-3.143111, -0.552817, -3.605335], [-3.907789, -1.651909, -4.322564], [-2.855574, -1.020059, -2.301232], [-1.434156, 0.663958, -4.124165], [-1.941283, -0.375246, -5.457729], [-1.262271, -1.179820, -4.046526], [-3.721946, 0.374755, -3.719815], [-3.305600, -2.565367, -4.310379], [-4.132144, -1.352507, -5.344463], [-4.837483, -1.956293, -3.835427], [-2.568373, -0.277849, -1.753996], [-3.889263, -1.298585, 3.253539], [-4.568821, -2.583309, 2.802455], [-3.874868, -3.902510, 3.153628], [-5.894217, -2.595859, 3.322404], [-4.319930, -0.492339, 2.644025], [-2.808582, -1.199866, 3.165342], [-4.229804, -0.933614, 4.227310], [-4.585757, -2.571636, 1.701803], [-4.548938, -4.709049, 2.849000], [-3.670980, -3.969203, 4.221953], [-2.964171, -4.039362, 2.570689], [-6.220390, -3.488701, 3.174801]],
  "forces_ev_per_angstrom": [[-0.709, 0.573, -0.152], [0.320, -0.640, -0.095], [-0.412, 0.835, 0.167], [0.154, 0.026, 0.880], [-0.266, 1.122, -0.353], [0.374, -0.362, -1.066], [0.244, -0.038, 0.175], [-0.036, -0.054, -0.100], [0.268, -0.231, 0.259], [0.118, -0.109, -0.163], [0.169, -0.133, -0.097], [-0.141, -0.037, -0.024], [0.002, -0.093, -0.040], [-0.210, -0.459, 0.246], [0.460, -0.421, -0.120], [0.198, 0.190, 0.022], [-0.581, -0.193, 0.416], [-0.243, -0.251, 0.966], [0.352, 0.390, 0.453], [-0.383, -1.640, -1.250], [0.770, 1.360, 0.164], [0.259, 1.143, -0.926], [0.789, -0.523, -0.794], [-0.137, -0.159, -0.219], [0.011, 0.444, 0.001], [0.416, 0.025, -0.500], [-0.371, -0.202, 0.246], [0.123, 0.984, 0.261], [-0.007, -0.814, 0.332], [-0.466, -0.193, -0.139], [-0.039, -0.257, 0.522], [0.160, -0.282, 0.149], [-0.198, 0.188, 0.772], [-1.057, -0.359, 0.007], [-0.152, -0.990, -0.657], [-0.160, 0.069, 0.406], [0.556, -0.589, -0.968], [-0.432, 0.098, -1.123], [1.614, -0.021, 1.700], [0.600, 0.165, 0.045], [-1.581, -0.603, -1.223], [0.357, -0.205, 0.542], [1.410, 0.079, -0.292], [-0.176, -0.145, -0.131], [0.055, 0.699, 0.779], [-0.188, 0.430, -0.322], [0.337, 0.220, -0.069], [0.026, 0.340, 0.968], [-0.389, -0.212, 0.708], [-0.163, 0.162, 0.017], [-0.736, 0.311, -0.863], [-0.032, -0.005, -0.160], [-0.474, 0.072, -0.144], [0.761, 0.537, 0.037], [-0.135, -0.329, 0.504], [-0.254, -0.021, 0.340], [-0.402, -0.259, -0.119], [-0.351, 0.115, -0.084], [0.215, 0.893, 1.261], [0.077, -0.493, -0.522], [-0.955, 0.122, 1.417], [1.217, 0.127, 0.609], [-0.317, -0.397, -0.835], [0.313, 0.870, 0.293], [-0.586, 0.359, -0.223], [-0.718, -0.373, 0.382], [0.229, 0.611, -0.092], [-0.127, -0.259, -0.583], [-0.087, -0.354, -0.253], [-0.149, 0.003, -0.186], [0.552, 0.076, -0.489], [0.086, 0.223, -0.219], [0.355, -0.298, -0.679], [-0.635, 0.137, 0.167], [-0.309, 0.219, 0.183], [0.111, -0.544, -0.131], [0.164, -0.099, 0.132], [-0.305, -0.356, 0.366], [0.672, 0.024, -0.140], [-0.016, -0.764, -0.512], [-0.007, 0.257, -0.595], [0.249, 0.086, 0.635], [-0.485, 1.103, 0.065], [0.195, 0.246, 0.879], [-0.244, -0.277, -1.030], [0.513, 0.169, 1.504], [0.227, 0.276, -1.399], [-0.610, -1.584, 0.214], [-0.961, 1.020, 0.117], [0.462, 0.393, -0.106], [-0.308, -1.103, -0.729], [0.896, 0.021, -0.191], [0.056, -0.969, -0.198], [-0.186, -0.237, -0.032], [-0.096, -0.293, 0.028], [0.039, -0.059, 0.041], [0.176, 0.156, -0.012], [-0.186, 0.279, -0.354], [-0.075, 0.121, 0.687], [-0.080, 0.442, 0.122], [0.158, 0.281, -0.269], [0.273, -0.192, -0.056], [-0.004, -0.299, -0.192], [-0.208, -0.131, 0.177], [0.085, 0.458, 0.089], [0.177, 0.528, 0.592], [0.042, -0.101, -0.736], [0.900, 0.660, 0.084], [0.638, -1.628, 0.562], [0.149, -0.395, -0.129], [0.139, -0.295, 0.261], [-0.102, 0.121, 0.002], [-0.184, 0.632, 0.092], [-0.538, 0.478, -0.127], [-0.373, -0.194, -0.119], [-0.086, 0.074, 0.053], [-0.680, 0.800, 0.118], [0.408, -0.316, 0.048], [-0.162, 0.754, 0.724], [-0.337, -0.913, 0.079], [-0.989, 0.057, -0.298], [-0.113, 0.363, 0.155], [-0.007, -0.356, -0.289], [0.565, 0.038, -0.133], [0.033, -0.283, -0.509], [-0.216, 0.648, -0.385], [0.545, -0.189, -0.145], [-0.092, -0.085, -0.004], [0.510, 0.171, 0.424], [0.407, -0.193, 0.306], [0.248, -0.684, 0.067], [0.136, 0.571, -0.224], [0.492, -0.430, 0.953], [0.172, -0.156, 0.377], [0.155, 0.281, -0.272], [-0.308, 0.276, 0.071], [0.017, 0.021, -0.198], [-0.589, -0.165, -0.025], [-0.045, 0.224, -0.334], [-0.008, 0.012, -0.324], [-0.035, 0.026, -0.032], [-0.310, 0.027, -0.043], [0.376, 0.747, 0.848], [0.771, -1.008, -0.679], [0.765, 0.771, 0.828], [0.460, 0.707, -0.392], [-0.245, -0.018, 0.022], [0.062, -0.025, -0.269], [-0.157, -0.349, -0.156], [-0.728, -0.380, 0.308], [-0.417, -0.660, -0.027], [-0.555, 0.095, -0.698], [-0.008, 0.289, -0.141], [-0.300, -0.190, 0.308], [-0.429, -0.170, 0.427], [-0.736, 0.717, -0.685], [0.830, -0.551, -0.551], [0.202, -0.256, -0.082], [0.078, 0.153, 0.307], [-0.187, -0.161, -0.060], [0.385, 0.339, -0.153], [-0.023, 0.014, 0.127], [0.236, 0.096, -0.078], [-0.461, -0.183, 0.303], [-0.023, 0.117, 0.570], [-0.106, -0.134, 0.055], [-0.019, -0.420, 0.382], [-0.205, -0.262, -1.708], [-0.185, -0.543, 0.400], [-0.342, 0.639, 0.209], [0.479, -0.268, 0.119], [-0.276, 0.095, -0.005], [0.710, 0.458, -0.155], [-0.238, -0.033, 0.961], [0.149, 0.097, -0.280], [0.043, -0.087, -0.044], [-0.046, 0.396, 0.113], [-0.073, -0.093, 0.057], [-1.031, 1.267, -0.117], [0.796, -0.466, -0.073], [-0.240, 0.367, -0.098], [0.073, 0.164, -0.129], [0.279, -0.094, -0.290], [0.046, -0.502, -0.063], [0.274, -0.772, 0.393], [-0.241, 0.127, -0.033], [0.060, -0.132, 0.155], [0.067, -0.094, -0.023], [0.103, 0.115, 0.165], [-0.228, 0.064, 0.065]],
  "mulliken_charge": [-0.2121, -0.4548, -0.6626, 2.6712, -1.8673, -0.4075, 0.3374, -0.1752, 0.3569, 0.2866, 0.3626, -1.3713, 0.4530, 0.4280, 0.3304, 0.3071, -0.1511, -0.4598, -0.4122, -1.0368, 0.9032, -1.3107, -0.1693, 0.3051, 0.0310, 0.3169, 0.5368, 0.2959, -0.2772, 0.4586, 0.4934, -0.0520, 0.3394, 0.0230, -0.0969, -0.3809, -0.6649, 1.7013, 0.0470, 0.6734, 0.5372, -0.4935, -0.7176, -0.1137, 0.2956, 0.1951, 0.4864, 0.0267, -1.0384, -0.3708, 0.5571, 0.4660, -1.6191, 0.5484, -0.5959, 0.2852, 0.1514, 0.3439, -0.4852, -0.4216, -0.1716, -0.7498, -0.1987, -0.6501, 0.1476, -0.4397, -0.2223, 0.3068, 0.2685, 0.0278, 0.3657, 0.0227, 0.4147, 0.4474, 0.1979, 0.2862, 0.2896, 0.3669, -0.2092, 0.1928, -0.0383, 0.2830, -0.8199, 0.1135, 0.5872, -0.4653, 0.3700, 2.5665, -0.9051, 0.0009, -0.3554, 0.3650, 0.2215, 0.0191, -0.5780, -0.0740, 0.7463, -0.5111, 0.0342, -1.7327, -0.3986, 0.2381, -0.2678, 0.0963, 0.4219, -0.0481, -1.4291, 0.8191, -0.8729, -0.5717, 0.2657, 0.3852, 0.3072, 0.1948, -0.0651, 0.2674, 0.4191, 0.1870, -1.5677, 0.5248, -0.4088, -0.1220, 0.3972, 0.3260, 0.3971, 0.1547, -0.2387, 0.5018, 0.0443, 0.0943, -0.9522, 0.3722, -1.2809, -0.5517, 0.1477, 0.3222, 0.3481, 0.2977, 0.3382, 0.3427, 0.2956, 0.3390, -0.6762, 0.4557, -1.3136, -0.5355, 0.4656, 0.3125, -0.1968, 0.1727, 0.3742, 0.3608, 0.2474, 0.3529, -1.5006, 1.5806, -1.3956, -0.1669, 0.3070, 0.2192, 0.4901, -0.4575, 0.2540, 0.4388, 0.3181, -0.1923, -1.3361, 1.1964, -1.7136, -0.3458, 0.1515, 0.4947, 0.2587, 0.1907, 0.3377, 0.4032, 0.4168, -0.0648, -0.5236, 0.8328, -1.3880, -0.5745, -0.0403, -0.0041, 0.4949, -0.1532, 0.5728, 0.3343, 0.0711, 0.3507]
}